This record from OMol25 describes 9 unconnected molecules or ions with the total composition ClH16O8. The level of theory is ωB97M-V/def2-TZVPD.

Calculated values
- LUMO energy (eV) = 2.848
- energy relative to the best compared isomer or geometry (same formula, charge and spin) (kcal/mol) = 41.6
- net charge = -1

XYZ file:
```
25
Properties=species:S:1:pos:R:3:forces:R:3:lowdin_charge:R:1
Cl 0.319249 0.016218 -0.345626 -0.02 0.00 0.07 -0.817
O -2.521071 -1.736632 -3.771466 -0.31 -0.05 -0.19 -0.063
H -2.119401 -2.580332 -3.978966 0.09 -0.16 -0.03 0.021
H -1.931341 -1.341522 -3.129326 0.27 0.27 0.30 0.022
O 1.409459 -4.601662 -0.282506 0.14 -0.37 0.10 -0.065
H 1.238359 -4.591772 -1.224236 -0.03 0.07 -0.19 0.024
H 1.037329 -3.779922 0.037664 -0.10 0.42 0.10 0.023
O 3.696739 3.547778 1.620634 0.13 0.26 -0.13 -0.058
H 4.018499 3.582808 2.521454 0.09 -0.03 0.19 0.025
H 2.936249 2.967818 1.659814 -0.25 -0.26 -0.11 0.030
O 3.887069 -1.022502 1.629734 0.37 0.00 0.32 -0.074
H 3.198629 -0.490012 1.231334 -0.46 0.16 -0.25 -0.006
H 3.982849 -1.770842 1.040624 -0.07 -0.15 -0.15 0.022
O -0.323031 -1.726872 4.138394 0.03 -0.05 0.38 -0.063
H -0.856191 -2.439382 3.785824 -0.11 -0.13 -0.11 0.024
H -0.180381 -1.142702 3.393654 0.10 0.22 -0.34 0.024
O -1.700711 3.873698 0.459104 -0.28 0.32 0.09 -0.068
H -1.498181 2.957588 0.269454 0.14 -0.48 -0.08 0.008
H -0.853261 4.317798 0.430094 0.20 0.04 -0.02 0.022
O -0.514411 2.813758 -3.924776 -0.21 0.12 -0.26 -0.062
H 0.212719 3.318868 -4.288626 0.16 0.09 -0.07 0.020
H -0.195581 2.512958 -3.073836 0.05 -0.29 0.39 0.019
O -4.539661 -0.960322 0.964724 -0.23 -0.12 0.25 -0.060
H -3.653301 -1.071792 0.620934 0.37 0.04 -0.08 0.027
H -5.050621 -0.653022 0.215914 -0.08 0.10 -0.18 0.025
```
Positions in Å, forces in eV/Å.

This record from OMol25 describes a molecular structure, C48H74BrF2IN3O13 in a non-equilibrium geometry. The level of theory is ωB97M-V/def2-TZVPD.

Calculated values
- LUMO energy (eV) = -5.168
- net charge = +1

XYZ file:
```
142
Properties=species:S:1:pos:R:3:forces:R:3:lowdin_charge:R:1
C 1.962081 -2.928852 2.187675 -1.27 -0.01 -0.26 0.115
C 0.849700 -2.464390 2.419311 -0.01 -1.15 -1.04 -0.086
C -0.638434 -2.019200 2.501930 1.61 1.54 1.84 -0.080
C -1.643367 -2.691565 1.465543 1.94 -0.57 1.20 -0.279
N -1.146902 -2.427043 0.118784 2.08 0.21 -0.58 0.013
C -0.460646 -3.445575 -0.628685 -0.04 -2.53 -1.66 -0.399
O -1.036615 -4.317305 -1.221098 0.97 1.65 1.41 0.193
F 0.931387 -3.390360 -0.715063 -2.58 0.71 0.54 0.114
C -0.598567 -1.151668 -0.255065 1.52 3.07 -1.24 -0.367
O 0.438164 -0.619549 0.005626 -2.02 -1.59 0.48 0.210
F -1.351705 -0.455945 -1.253187 0.32 -2.10 1.82 0.041
C -1.855922 -4.220007 1.882869 0.50 -1.32 0.55 -0.177
C -0.615642 -5.203664 1.974674 0.49 -2.20 -0.72 -0.065
C -0.994961 -6.622710 1.322533 -0.40 -2.07 -1.77 -0.175
C -2.066435 -7.532397 1.851130 1.47 -1.10 -2.83 -0.026
C -2.349619 -8.825138 1.099642 1.87 1.26 -1.46 -0.057
C -1.600837 -9.213060 -0.166055 0.96 2.68 1.60 -0.068
C -0.509218 -8.310198 -0.682231 -2.11 0.53 2.74 -0.060
C -0.245650 -7.041645 0.073000 -1.33 -1.27 0.43 -0.042
O -2.287489 -4.187520 3.290555 -0.56 1.33 -0.86 -0.161
C -3.650691 -3.797188 3.464114 -0.24 -2.83 -0.07 -0.706
I -4.149781 -3.069324 5.470060 0.60 -0.04 -0.75 1.024
C -4.427610 -5.196667 3.409375 -1.45 0.68 -0.94 -0.150
C -5.205582 -6.127190 3.197099 0.38 1.80 0.08 0.125
C -4.131589 -2.862343 2.272291 -4.06 -2.11 0.90 -0.364
O -5.236204 -1.991049 2.604290 1.95 -1.12 -0.30 -0.165
C -6.517827 -2.628440 2.497722 -3.15 0.46 0.26 -0.160
C -7.368007 -2.286008 1.179081 0.74 -1.34 -0.66 -0.280
C -7.108938 -3.442701 0.062161 0.19 0.17 0.17 -0.086
C -7.056200 -0.884546 0.522240 -0.72 0.24 0.09 -0.174
C -7.748523 0.385557 1.179264 -0.18 1.32 -1.28 -0.386
C -7.985014 1.435096 -0.031449 -0.22 -1.26 -0.36 -0.108
C -9.181109 0.140762 1.826745 0.95 0.26 0.44 -0.090
N -3.084741 -2.088977 1.496705 -0.74 0.86 -0.16 -0.263
Br -3.773188 -2.407017 -0.299693 -0.45 0.36 -0.41 1.192
C -3.167583 -0.646239 1.859620 -0.08 6.28 1.26 -0.167
C -2.981350 -0.109911 3.286866 -0.17 1.22 -1.18 0.010
C -3.085011 1.354656 3.623594 -0.47 -2.00 -3.99 0.015
C -3.409090 2.242473 2.439436 0.34 -1.13 1.79 -0.091
N -3.593002 1.833194 1.143718 0.86 -2.13 2.49 0.062
C -3.459629 0.484259 0.872621 0.21 -1.36 0.73 -0.089
H 2.890146 -3.476513 1.847460 -1.43 1.20 0.90 0.096
H -0.558867 -0.878912 2.402598 -0.52 -1.59 -0.32 0.132
H -0.941949 -2.131890 3.598763 0.06 -0.27 -1.67 0.135
H -2.599188 -4.788271 1.219087 0.66 1.20 0.84 0.168
H -0.304628 -5.469110 3.042261 -0.71 1.06 -1.26 0.155
H 0.329730 -4.891197 1.451056 -1.17 0.04 0.51 0.091
H -2.670928 -7.272083 2.762445 0.84 -0.34 -1.10 0.080
H -3.142556 -9.563432 1.428053 1.05 1.24 -0.17 0.092
H -1.808285 -10.180679 -0.721358 0.12 1.41 0.98 0.099
H 0.052490 -8.601327 -1.624702 -0.73 0.62 1.47 0.104
H 0.555609 -6.353012 -0.348318 -1.16 -0.95 0.74 0.099
H -6.076188 -6.786288 2.965665 1.59 0.59 0.50 0.082
H -4.663186 -3.629200 1.605569 1.64 1.01 0.51 0.100
H -7.150528 -2.224332 3.364078 1.24 -0.43 -0.97 0.145
H -6.548626 -3.751033 2.612278 0.68 1.19 0.03 0.116
H -8.459604 -2.440959 1.480873 1.52 0.67 -0.28 0.134
H -6.611561 -2.978630 -0.851961 -0.70 -0.79 1.07 0.050
H -6.430641 -4.263129 0.476308 -0.83 0.97 -0.63 0.064
H -8.073971 -3.951028 -0.256216 1.20 0.75 0.33 0.089
H -7.403676 -0.932140 -0.568126 0.36 0.00 1.46 0.123
H -5.943685 -0.692616 0.485330 -1.17 -0.37 0.10 0.065
H -7.028490 0.927446 1.883293 -1.05 -1.03 -0.54 0.131
H -8.409238 2.420405 0.318848 0.72 -1.02 -0.37 0.079
H -8.765530 0.939955 -0.710258 0.92 0.80 0.84 0.089
H -7.056301 1.544601 -0.686186 -1.10 0.17 1.05 0.080
H -9.018238 -0.114855 2.930349 -0.63 0.23 -1.46 0.084
H -9.735304 -0.696894 1.301715 0.58 1.08 0.62 0.081
H -9.768342 1.115848 1.733892 0.65 -1.47 0.32 0.086
H -2.717433 -0.801459 4.135775 -0.48 0.69 -1.11 0.050
H -2.929781 1.752363 4.673582 -0.24 -0.68 -1.61 0.119
H -3.516555 3.352813 2.669179 0.11 -1.60 -0.64 0.125
H -3.594454 0.268045 -0.237843 0.20 0.08 1.76 0.086
C 1.256596 0.748984 -6.350318 0.34 -0.13 0.05 -0.112
O 2.220512 1.422592 -5.560941 -0.58 0.12 0.01 -0.197
C 2.048060 2.830592 -5.499201 0.25 0.01 0.10 -0.181
C 1.981786 3.365774 -4.072245 0.23 0.14 0.04 -0.170
O 0.892562 2.929522 -3.263805 0.05 -0.17 0.02 -0.114
C 0.795152 1.543155 -2.954909 -0.15 -0.03 -0.06 -0.172
C 1.921323 0.934231 -2.119235 0.04 0.00 -0.47 -0.193
O 3.179116 0.978533 -2.774473 -0.15 0.40 0.36 -0.188
C 4.209388 1.594098 -2.024528 0.16 -0.23 -0.22 -0.105
H 1.642402 0.609787 -7.364886 -0.19 0.00 -0.05 0.089
H 1.081661 -0.233625 -5.905020 0.07 0.00 -0.05 0.084
H 0.299371 1.277940 -6.384545 0.05 0.05 -0.02 0.087
H 1.158369 3.155592 -6.050042 -0.02 -0.14 0.04 0.122
H 2.921877 3.277236 -5.992306 -0.14 0.23 0.12 0.131
H 1.872380 4.452394 -4.143064 -0.17 -0.08 -0.08 0.114
H 2.923595 3.209831 -3.548557 0.08 -0.22 -0.11 0.103
H 0.618471 0.966387 -3.861942 0.27 -0.10 -0.06 0.105
H -0.125656 1.441684 -2.371931 0.10 0.16 0.08 0.111
H 1.688293 -0.122281 -1.953206 -0.17 0.04 0.04 0.107
H 1.957016 1.422091 -1.140088 0.10 0.06 -0.04 0.118
H 3.829898 2.347189 -1.326742 -0.03 -0.09 0.01 0.090
H 4.882456 2.096320 -2.722029 0.01 -0.07 -0.01 0.089
H 4.782434 0.831672 -1.483895 -0.01 0.15 0.14 0.080
C 0.883312 7.052218 -2.778451 0.05 -0.07 -0.37 -0.111
O 1.252799 8.025138 -3.738745 -0.01 0.08 0.58 -0.197
C 0.806870 9.340057 -3.444431 0.08 0.07 -0.26 -0.188
C 1.931584 10.371044 -3.448709 0.04 0.15 -0.17 -0.175
O 2.958628 10.215562 -2.475322 -0.01 -0.16 -0.09 -0.117
C 3.769786 9.045705 -2.530087 0.01 -0.09 0.14 -0.175
C 4.641772 8.859235 -3.771346 -0.28 -0.18 0.07 -0.187
O 3.883922 8.718321 -4.963403 0.16 0.49 0.15 -0.200
C 4.234878 9.625348 -5.991719 -0.12 -0.28 -0.18 -0.112
H -0.043354 6.560685 -3.091631 -0.03 -0.06 0.19 0.091
H 1.678028 6.303818 -2.732321 -0.06 -0.01 -0.04 0.074
H 0.762194 7.475802 -1.776893 -0.03 0.04 -0.05 0.088
H 0.277739 9.384770 -2.485800 0.09 -0.13 0.02 0.120
H 0.088731 9.612834 -4.229799 0.03 0.24 0.13 0.127
H 1.475129 11.342741 -3.234513 0.00 -0.09 0.16 0.129
H 2.366795 10.474841 -4.441331 -0.03 -0.24 -0.09 0.101
H 3.167797 8.159976 -2.332089 -0.05 -0.09 -0.27 0.100
H 4.446978 9.124389 -1.673241 0.02 0.17 -0.09 0.128
H 5.213564 7.932753 -3.647236 0.10 0.05 0.23 0.124
H 5.358901 9.682851 -3.843174 -0.09 0.06 -0.08 0.121
H 4.639848 10.565189 -5.603953 0.04 -0.08 0.03 0.089
H 3.331860 9.861043 -6.558383 0.01 -0.07 -0.01 0.086
H 4.953925 9.155697 -6.672433 0.06 0.20 0.02 0.088
C 7.671554 -1.509132 5.828381 0.21 0.23 -0.17 -0.110
O 8.029793 -1.833640 4.496361 -0.45 -0.30 0.27 -0.197
C 8.043633 -3.224149 4.214731 0.13 0.10 -0.19 -0.187
C 7.189761 -3.600937 3.007995 0.20 -0.09 -0.21 -0.173
O 5.787841 -3.363064 3.104555 -0.07 0.15 -0.04 -0.128
C 5.339754 -2.017961 3.246159 -0.03 0.07 0.16 -0.180
C 5.625992 -1.062184 2.087748 0.21 0.03 0.33 -0.188
O 7.012184 -0.862451 1.866044 -0.32 -0.42 -0.28 -0.192
C 7.437038 -1.116923 0.539810 0.24 0.25 0.11 -0.108
H 8.574616 -1.389212 6.434536 -0.11 -0.05 0.14 0.089
H 7.133084 -0.558550 5.811639 0.09 0.00 -0.01 0.086
H 7.015698 -2.259274 6.280425 0.06 -0.03 -0.03 0.087
H 7.729456 -3.817431 5.080805 -0.06 0.14 0.02 0.121
H 9.085901 -3.491145 3.993603 -0.14 -0.24 -0.07 0.130
H 7.290808 -4.682129 2.869970 -0.11 0.02 0.15 0.129
H 7.583638 -3.160398 2.093712 0.08 0.23 0.09 0.101
H 5.680142 -1.605243 4.194387 0.23 0.14 -0.09 0.104
H 4.251132 -2.086043 3.343146 0.04 -0.05 -0.11 0.093
H 5.201223 -0.084715 2.342798 -0.25 -0.07 0.06 0.127
H 5.118997 -1.417403 1.184124 0.10 -0.06 -0.06 0.114
H 6.813831 -1.860805 0.033354 -0.05 0.07 0.03 0.087
H 8.455467 -1.507893 0.579483 0.00 0.07 0.02 0.088
H 7.450802 -0.182180 -0.032038 -0.07 -0.14 -0.13 0.086
```
Positions in Å, forces in eV/Å.

This record from OMol25 describes a molecular structure, C39H47AsCoN4O5Sb. The level of theory is ωB97M-V/def2-TZVPD.

Calculated values
- LUMO energy (spin up / spin down) (eV) = -0.131 / -0.133
- energy relative to the best compared isomer or geometry (same formula, charge and spin) (kcal/mol) = 8.6
- spin multiplicity = 3

XYZ file:
```
98
Properties=species:S:1:pos:R:3:forces:R:3:lowdin_charge:R:1
Co 0.320311 0.268484 -0.430250 -0.12 -0.18 0.21 0.243
C -6.123956 0.045109 1.756854 0.01 0.01 0.00 -0.351
As -4.306040 0.758342 1.561672 0.03 0.00 0.03 1.057
C -4.225703 0.659322 -0.395313 -0.01 0.03 0.01 -0.343
C -3.358404 -0.917910 1.928245 -0.05 0.01 -0.02 -0.336
H -6.237817 -0.870407 1.175521 -0.01 -0.01 -0.01 0.017
H -6.847301 0.784560 1.414183 0.00 0.00 -0.01 0.013
H -6.323112 -0.168361 2.806774 0.00 0.00 0.00 0.014
H -4.870087 1.425270 -0.828827 0.01 0.00 0.00 0.021
H -4.551145 -0.322191 -0.740052 0.00 -0.02 -0.01 0.007
H -3.197655 0.835212 -0.715137 0.01 -0.01 0.01 -0.024
H -3.833658 -1.746747 1.403544 0.00 0.00 0.01 0.008
H -3.361740 -1.117882 2.999997 0.01 0.00 0.00 0.022
H -2.327319 -0.825550 1.587203 0.01 0.00 0.00 -0.022
O 3.265677 -0.695462 -0.290138 0.06 -0.02 0.05 0.003
C 3.055539 0.228654 0.504232 0.01 0.07 -0.09 -0.603
O 1.994617 0.926720 0.576722 -0.04 -0.02 0.04 -0.095
C 4.160743 0.620850 1.468546 -0.03 -0.02 0.00 -0.110
C 4.019203 1.734447 2.289424 0.02 0.01 0.02 -0.005
C 5.029055 2.094991 3.166285 -0.04 -0.03 -0.05 0.006
C 6.171338 1.315987 3.199812 0.08 0.03 0.08 -0.150
C 6.343624 0.202291 2.397910 -0.06 0.00 -0.04 0.009
C 5.323533 -0.138665 1.525301 0.02 -0.01 0.02 0.001
N 7.253651 1.691138 4.130906 -0.03 -0.01 -0.05 -0.355
O 7.082773 2.668805 4.831724 0.01 0.01 0.02 0.069
O 8.254281 1.002980 4.140731 0.02 0.00 0.02 0.072
H 3.108189 2.312017 2.222708 -0.02 0.01 0.00 0.111
H 4.947261 2.955820 3.812477 0.01 0.00 0.00 0.116
H 7.255515 -0.371346 2.465018 0.00 0.00 0.00 0.117
H 5.407460 -0.998498 0.875501 0.00 0.00 -0.01 0.117
O 0.804853 -0.118166 -2.378658 -0.04 0.03 -0.37 -0.268
N 1.957453 -0.024577 -2.990244 0.02 0.06 0.19 -0.158
C 2.834137 0.931724 -2.637150 -0.01 -0.05 -0.01 -0.006
C 4.048862 1.024543 -3.277928 -0.01 -0.01 -0.02 -0.027
C 4.370219 0.121321 -4.278326 0.03 0.01 0.00 -0.058
C 3.450564 -0.860057 -4.613383 -0.05 -0.01 0.02 -0.032
C 2.242662 -0.917951 -3.954062 0.03 -0.01 -0.03 0.010
H 2.501206 1.560751 -1.824574 0.01 0.01 0.01 0.131
H 4.738267 1.797726 -2.972402 0.01 0.01 0.00 0.117
H 5.324098 0.176783 -4.783212 0.01 0.00 -0.01 0.109
H 3.655814 -1.591800 -5.380670 0.01 0.00 -0.01 0.114
H 1.463293 -1.643533 -4.138320 0.02 0.02 0.01 0.141
C -2.954595 4.283059 0.614156 -0.03 0.00 -0.02 -0.079
C -1.540225 4.390179 1.174361 0.01 0.02 -0.01 -0.206
N -1.173415 3.339450 2.111997 0.02 0.02 -0.01 -0.081
C -1.224005 3.664406 3.532343 0.03 0.00 0.02 -0.214
C -2.624104 3.600412 4.126280 -0.02 0.01 0.03 -0.075
C -0.839407 2.104867 1.653131 0.09 -0.08 0.04 -0.426
C -0.404479 1.071861 2.655195 -0.03 0.00 0.00 -0.019
N -0.845268 1.761798 0.407428 -0.07 0.16 -0.15 0.082
H -3.134194 5.091750 -0.095769 0.00 0.01 0.00 0.078
H -3.697233 4.347773 1.407882 0.00 0.00 0.00 0.060
H -3.115825 3.335570 0.099975 0.00 0.01 0.00 0.036
H -1.424236 5.339649 1.699080 -0.01 -0.01 0.00 0.118
H -0.808687 4.403248 0.359866 0.00 -0.01 0.00 0.119
H -0.809905 4.668545 3.654281 0.00 0.00 0.00 0.117
H -0.557690 2.996919 4.073251 -0.02 0.00 -0.01 0.102
H -3.281260 4.343918 3.674305 0.00 0.00 -0.01 0.065
H -2.587204 3.795095 5.198999 0.00 0.00 0.01 0.076
H -3.070590 2.619706 3.959507 0.00 0.00 0.00 0.041
H 0.520432 1.370697 3.148404 0.01 0.01 0.00 0.087
H -0.216687 0.135626 2.135144 -0.01 0.00 -0.01 0.060
H -1.172978 0.909146 3.412881 0.00 0.00 0.00 0.083
H -1.159787 2.502348 -0.209232 0.00 -0.03 0.04 0.051
C -5.215018 -4.550105 -0.399931 0.01 0.02 -0.01 -0.093
C -5.258962 -3.655996 -1.460021 -0.01 -0.02 0.03 -0.088
C -4.139073 -2.898232 -1.781294 -0.01 0.04 -0.05 -0.139
C -2.963041 -3.020283 -1.048491 0.07 -0.01 0.10 -0.393
C -2.931985 -3.922152 0.014242 0.02 -0.04 0.01 -0.160
C -4.045245 -4.685090 0.336531 0.00 0.00 -0.02 -0.091
Sb -1.248337 -1.774516 -1.406138 0.10 0.08 0.08 1.574
C 0.140857 -3.379385 -1.654951 0.02 0.00 -0.07 -0.356
C 1.483873 -3.115452 -1.388619 -0.04 0.02 0.02 -0.140
C 2.442226 -4.107169 -1.554247 0.00 -0.05 -0.02 -0.078
C 2.068697 -5.372197 -1.985915 0.00 0.02 0.00 -0.093
C 0.732304 -5.646614 -2.244585 0.01 -0.01 0.00 -0.091
C -0.225930 -4.655935 -2.076796 -0.04 -0.01 0.00 -0.140
C -1.709156 -1.401605 -3.458749 -0.04 0.01 -0.02 -0.381
C -1.978474 -0.097044 -3.864839 0.02 0.00 0.03 -0.139
C -2.278051 0.185376 -5.190230 -0.01 -0.01 -0.03 -0.089
C -2.303185 -0.837143 -6.129795 0.00 0.02 0.03 -0.096
C -2.033385 -2.140205 -5.736434 -0.01 0.01 0.02 -0.089
C -1.743590 -2.419337 -4.405694 0.00 -0.06 -0.05 -0.123
H -6.085733 -5.142589 -0.150715 -0.01 0.00 0.00 0.099
H -6.164986 -3.548334 -2.042967 -0.01 0.00 0.00 0.101
H -4.190327 -2.210395 -2.618333 0.02 0.01 0.00 0.095
H -2.026860 -4.038499 0.602068 0.01 0.00 0.00 0.104
H -4.000736 -5.382671 1.163297 0.00 -0.01 0.01 0.102
H 1.800992 -2.137019 -1.041771 0.01 -0.04 0.00 0.052
H 3.479782 -3.886532 -1.337294 0.01 0.02 0.01 0.105
H 2.815147 -6.146000 -2.113216 0.00 -0.01 0.00 0.099
H 0.433908 -6.634461 -2.573036 0.00 -0.01 0.00 0.100
H -1.267165 -4.890629 -2.269004 -0.01 0.00 0.03 0.092
H -1.933370 0.710879 -3.141778 0.00 -0.01 -0.01 0.087
H -2.486296 1.204554 -5.491303 0.00 0.00 -0.01 0.100
H -2.532905 -0.617395 -7.164637 0.00 0.00 -0.01 0.099
H -2.051593 -2.941423 -6.464561 0.00 -0.01 0.00 0.101
H -1.537170 -3.443761 -4.113507 -0.01 0.05 -0.02 0.088
```
Positions in Å, forces in eV/Å.

Molecular weight values (in g mol⁻¹) by entry order: 179.6, 1145.9, 907.4.